(1)
A molecular structure, C40H35F3N7PPt. Source: OMol25; level of theory: ωB97M-V/def2-TZVPD.

Structure (ORCA input):
```
! wB97M-V def2-TZVPD RIJCOSX def2/J DEFGRID3
* xyz 4 5
Pt 0.20216 -0.49244 0.14055
C 0.44722 -3.21857 1.69934
N 1.39908 -2.23833 1.10630
C 2.36304 -2.82320 0.15294
C 1.86350 -2.80079 -1.25748
N 0.87672 -1.97594 -1.66583
C 0.72094 -2.21190 -2.98049
C -0.19670 -1.63493 -3.90941
C -0.13527 -2.06575 -5.20164
C 0.80658 -3.05234 -5.60086
C 1.72619 -3.64787 -4.70000
C 1.65069 -3.20825 -3.41123
N 2.35106 -3.54117 -2.24910
C -0.85592 -3.19497 0.96565
N -1.28768 -2.10709 0.35618
C -2.53838 -2.42356 -0.18065
C -3.43137 -1.64420 -0.91934
C -4.61390 -2.24855 -1.29556
C -4.90322 -3.58338 -0.95455
C -4.02480 -4.36092 -0.22521
C -2.83419 -3.74587 0.15511
N -1.73560 -4.20493 0.87781
H 0.88080 -4.22130 1.71488
H 0.28342 -2.92672 2.73959
H 1.93870 -1.83894 1.86617
H 3.28244 -2.23001 0.17991
H 2.63735 -3.84316 0.43922
H -0.91141 -0.89383 -3.57674
H -0.80417 -1.67159 -5.95366
H 0.82543 -3.36842 -6.63657
H 2.42470 -4.39500 -5.05214
H 3.09295 -4.22736 -2.17391
H -3.21251 -0.61427 -1.17334
H -5.34289 -1.69024 -1.86621
H -5.84446 -4.00855 -1.27444
H -4.25553 -5.38577 0.02988
H -1.62716 -5.12726 1.27540
N -2.88183 -0.56064 2.44555
C -2.65286 0.49261 3.21890
C -3.50614 0.68811 4.35485
C -3.33754 1.76520 5.18058
C -2.31108 2.67295 4.90217
C -1.45880 2.48349 3.78887
C -1.59954 1.42349 2.92609
P -0.47044 1.36479 1.46314
C 0.90971 2.38293 1.99886
C 1.04735 3.72882 1.65100
C 2.09111 4.47326 2.18799
C 2.97428 3.89246 3.08554
C 2.82085 2.56070 3.46305
C 1.79477 1.80779 2.91739
C -1.38571 2.14684 0.11859
C -0.68512 2.69951 -0.96505
C -1.37551 3.25560 -2.03009
C -2.76413 3.25691 -2.03546
C -3.46703 2.69843 -0.97220
C -2.78506 2.14381 0.09733
H -2.30178 -0.78532 1.64571
H -3.65441 -1.18552 2.63914
H -4.28720 -0.04026 4.53615
H -3.98474 1.91473 6.03386
H -2.15897 3.53673 5.53586
H -0.67936 3.21710 3.63236
H 0.34663 4.20559 0.98109
H 2.19968 5.51535 1.91843
H 3.77670 4.48173 3.50932
H 3.49230 2.12150 4.18850
H 1.66193 0.77570 3.23106
H 0.39582 2.73752 -0.95120
H -0.83168 3.71547 -2.84474
H -3.30063 3.71356 -2.85665
H -4.54827 2.71927 -0.96860
H -3.35607 1.74622 0.92661
F 5.17001 3.66744 -2.85692
C 5.53767 2.57187 -2.19384
F 6.14449 1.73912 -3.04427
F 6.39181 2.90739 -1.23272
C 4.31398 1.87794 -1.61410
C 4.32723 1.34879 -0.33438
C 3.18855 0.70980 0.12342
N 2.08186 0.57446 -0.61226
C 2.08296 1.08428 -1.85392
C 3.16890 1.74398 -2.39076
H 5.19761 1.44031 0.30044
H 3.15623 0.31091 1.12924
H 1.16930 0.96908 -2.42443
H 3.12436 2.15555 -3.39011
*
```

## Properties
Strongest force on any atom: 0.3 eV/A
Energy above the lowest of the compared OMol25 structures with the same formula, charge and spin: 0.0 kJ/mol
LUMO level (spin up / spin down): -10.62 / -14.14 eV
E_HOMO (spin up / spin down): -0.6465 / -0.6843 Eh

=====

(2)
A molecular structure, C26H21HgN9O4. Source: OMol25; level of theory: ωB97M-V/def2-TZVPD.

Structure (ORCA input):
```
! wB97M-V def2-TZVPD RIJCOSX def2/J DEFGRID3
* xyz -1 2
Hg 0.40718 0.55373 -0.36598
N -2.39720 4.35286 0.51478
C -1.45144 3.50156 0.02850
N -0.97733 2.50433 0.66464
C -1.47445 2.19497 1.93606
N -1.15738 1.09290 2.55251
N -0.36950 0.27320 1.85151
C 0.15338 -0.77704 2.45455
C 1.04657 -1.60048 1.73659
C 1.82542 -2.59160 2.45171
C 2.82371 -3.25021 1.85316
C 3.27638 -2.95187 0.45947
C 2.36718 -1.86845 -0.21603
N 1.18945 -1.42653 0.42110
C -2.38681 3.14481 2.57862
C -2.83163 3.00813 3.89296
C -3.71476 3.92125 4.44116
C -4.16989 4.99416 3.68134
C -3.73792 5.15126 2.37522
C -2.85138 4.23092 1.83072
H -2.70730 5.12358 -0.04939
H -1.10332 3.70614 -0.97846
H -0.03954 -0.96025 3.50784
H 1.57365 -2.77449 3.48981
H 3.39836 -4.00044 2.38586
H 3.87990 -3.92354 -1.33775
H 1.81034 -1.31042 -1.97894
H -2.46874 2.16423 4.46333
H -4.05166 3.79903 5.46219
H -4.86110 5.71063 4.10587
H -4.08587 5.98394 1.77458
O 2.68128 0.96315 -0.69237
N 3.65754 0.36601 -0.05699
N 3.53472 -0.89679 0.01773
O 2.18768 -2.10502 -1.56425
C 4.36536 -1.91693 0.46508
C 3.62867 -4.23116 -0.32101
C 4.75836 -4.98559 0.32072
C 5.93601 -4.49182 0.77877
C 6.44224 -3.15179 0.85372
C 5.72751 -1.98374 0.65556
H 2.74869 -4.87718 -0.39477
H 4.61542 -6.05732 0.41759
H 6.63084 -5.24493 1.14672
H 7.49294 -3.05296 1.09961
H 6.27075 -1.04353 0.65261
O 0.66903 0.34351 -2.81518
N -0.37478 0.20377 -3.49970
N -1.47208 0.51823 -2.89315
O -1.54453 0.93122 -1.64991
C -2.68829 0.38363 -3.62518
C -2.68938 0.01974 -4.96962
C -3.89698 -0.09223 -5.63579
C -5.09818 0.15423 -4.98053
C -5.08037 0.51484 -3.64305
C -3.87857 0.63275 -2.95770
H -1.75416 -0.17226 -5.47222
H -3.89824 -0.37673 -6.68052
H -6.03741 0.06254 -5.51071
H -6.00870 0.70483 -3.11895
H -3.83967 0.90522 -1.91404
*
```

## Properties
Strongest force on any atom: 0.2 eV/A
Energy above the lowest of the compared OMol25 structures with the same formula, charge and spin: 135.0 kJ/mol
LUMO level (spin up / spin down): 2.20 / 1.86 eV
E_HOMO (spin up / spin down): -0.0997 / -0.0976 Eh

=====

(3)
12 unconnected molecules or ions with the total composition C48H116N4O12. Source: OMol25; level of theory: ωB97M-V/def2-TZVPD.

Structure (ORCA input):
```
! wB97M-V def2-TZVPD RIJCOSX def2/J DEFGRID3
* xyz 0 1
C -6.21462 26.38502 14.82533
C -6.38043 27.81323 15.36176
C -7.45497 28.56864 14.56796
C -8.88477 28.30614 14.94318
C -9.11450 28.57928 16.44487
C -8.09259 27.77672 17.31984
N -6.73096 27.99070 16.84763
O -5.66249 27.58142 17.71294
C -8.06877 28.23627 18.86709
C -8.34993 26.23667 17.41126
C -5.06598 28.55096 15.09728
H -7.18233 25.88358 14.81150
H -5.57866 25.86845 15.54422
H -5.73216 26.38228 13.84792
H -7.34276 29.65274 14.55229
H -7.37781 28.25459 13.52704
H -9.03763 27.23615 14.80223
H -9.62964 28.81461 14.33102
H -10.12622 28.21440 16.62204
H -9.10365 29.64787 16.65964
H -8.99107 28.35075 19.43660
H -7.31988 27.66122 19.41168
H -7.66408 29.24726 18.91435
H -7.44984 25.64243 17.56880
H -9.12548 26.02908 18.14850
H -8.73157 25.80311 16.48688
H -4.99929 29.46429 15.68846
H -4.84191 28.88588 14.08451
H -4.15208 28.06428 15.43790
H -5.75414 26.62768 17.77284
C 0.71888 33.08644 18.48830
C -0.83777 33.11638 18.12372
C -0.94130 33.47998 16.61573
C -0.64828 32.23353 15.66483
C -1.45054 30.99004 16.05821
C -1.32960 30.60823 17.52902
N -1.65292 31.84364 18.45252
O -1.39211 31.43621 19.74171
C -2.43392 29.57214 17.57831
C 0.03241 29.96475 17.71730
C -1.54533 34.20129 18.86835
H 1.13985 34.03843 18.16490
H 1.30969 32.52904 17.76141
H 0.86834 32.65082 19.47623
H -1.93164 33.76030 16.25692
H -0.24975 34.24543 16.26366
H 0.40438 31.99155 15.51843
H -1.01469 32.50257 14.67414
H -1.09542 30.15242 15.45789
H -2.45800 31.22878 15.71744
H -2.38939 28.77101 16.84054
H -2.47657 29.11918 18.56882
H -3.43551 30.00213 17.58245
H 0.34252 29.87735 18.75860
H -0.06791 28.91182 17.45392
H 0.84472 30.33757 17.09339
H -2.62278 34.32669 18.76121
H -1.10716 35.16167 18.59673
H -1.47853 34.09162 19.95076
H -2.10869 31.89066 20.19071
C -9.28134 34.27364 19.84696
C -8.96266 33.85379 18.40863
C -9.08674 35.10537 17.47561
C -8.59108 34.84154 16.11384
C -7.09147 34.43112 16.17973
C -6.67825 33.28576 17.20575
N -7.53270 33.41202 18.39673
O -7.26153 32.37906 19.30787
C -6.72541 31.86743 16.54808
C -5.29593 33.59327 17.65694
C -9.95543 32.83309 17.84554
H -8.59536 35.06035 20.16100
H -9.31173 33.48071 20.59424
H -10.26361 34.74517 19.87709
H -10.11861 35.44588 17.38961
H -8.45415 35.91473 17.84013
H -8.57909 35.76504 15.53495
H -9.11759 34.08530 15.53163
H -6.38628 35.24864 16.32963
H -6.80975 34.18040 15.15705
H -6.61088 31.05722 17.26818
H -7.61249 31.66805 15.94688
H -5.88514 31.65528 15.88698
H -4.79536 32.74741 18.12817
H -4.70917 34.07010 16.87181
H -5.32445 34.13881 18.60017
H -9.91714 31.96622 18.50522
H -9.48792 32.43784 16.94372
H -11.02083 33.06240 17.86677
H -7.77348 31.67268 18.90721
C -1.43066 23.17553 21.24853
C -0.38191 24.25147 20.88354
C 0.94772 23.47072 20.47304
C 1.98901 24.40035 19.81079
C 1.40333 25.01218 18.51875
C 0.10632 25.78929 18.81967
N -0.81129 25.06727 19.72723
O -2.06896 25.60749 19.97202
C 0.42950 27.14485 19.44059
C -0.57432 26.02521 17.53792
C 0.00176 25.02120 22.20661
H -2.23214 23.75795 21.70296
H -1.14370 22.30813 21.84298
H -1.67618 22.68029 20.30908
H 1.46041 23.07581 21.35013
H 0.73702 22.60356 19.84717
H 2.91494 23.87556 19.57549
H 2.28245 25.18277 20.51064
H 1.39519 24.22847 17.76125
H 2.13303 25.72017 18.12581
H 0.72656 27.08852 20.48783
H 1.22718 27.74860 19.00782
H -0.40735 27.83311 19.32189
H 0.00213 26.68609 16.89060
H -0.80520 25.06719 17.07208
H -1.54384 26.46785 17.76637
H 0.92240 25.59547 22.10308
H 0.06287 24.39325 23.09544
H -0.84097 25.67601 22.42830
H -1.90718 26.44016 20.42157
O 0.39807 34.47679 22.25833
H 0.87736 34.03523 22.95942
H 0.19554 33.78219 21.63164
O 1.84400 31.04959 12.78387
H 0.94083 31.34427 12.66689
H 2.14748 30.84876 11.89855
O -2.06075 32.18237 12.01250
H -2.04785 33.13614 12.09236
H -2.96735 31.93819 12.19876
O -5.46950 29.62050 19.64345
H -5.08565 30.37818 19.20208
H -5.79016 29.06560 18.93247
C -5.23306 31.90184 22.58472
C -4.39674 33.16632 22.33306
C -3.24387 33.40034 23.24834
O -4.06258 33.12599 20.94880
H -4.61139 31.04093 22.33881
H -6.21902 31.87957 22.12052
H -5.43370 31.94170 23.65535
H -5.05857 34.00550 22.54721
H -3.62078 33.41385 24.27101
H -2.65830 34.31244 23.13302
H -2.52586 32.59476 23.09476
H -4.76835 32.62685 20.53125
C -4.53397 35.15304 13.14335
C -4.07605 36.49627 13.66087
C -3.61059 36.48536 15.18001
O -3.07900 37.02836 12.85123
H -3.76465 34.40784 13.34563
H -4.63715 35.12914 12.05852
H -5.47103 34.78409 13.56039
H -4.87857 37.23215 13.71109
H -3.04039 37.40939 15.27560
H -2.87265 35.71160 15.39180
H -4.39883 36.49680 15.93278
H -3.14231 37.98621 12.84069
C 1.28209 30.12459 22.39337
C 1.14025 29.01412 23.41532
C -0.17853 28.31262 23.61255
O 2.15312 28.07643 23.11435
H 2.27268 30.57282 22.31635
H 0.65036 30.98412 22.61747
H 1.00427 29.71140 21.42373
H 1.42639 29.39747 24.39474
H -0.06241 27.34429 24.09933
H -0.72191 28.21703 22.67250
H -0.86452 28.83679 24.27796
H 2.16953 27.33131 23.71944
C -6.03145 36.46066 20.76357
C -4.85672 37.19987 21.51393
C -3.52829 37.03335 20.78628
O -5.23881 38.52998 21.50256
H -7.07852 36.45394 21.06637
H -5.75629 35.40603 20.77413
H -6.00915 36.63851 19.68840
H -4.74962 36.76166 22.50620
H -3.25763 35.97769 20.80691
H -2.82551 37.66689 21.32742
H -3.53054 37.37334 19.75066
H -6.04677 38.50847 22.02057
*
```

## Properties
Strongest force on any atom: 4.4 eV/A
Energy above the lowest of the compared OMol25 structures with the same formula, charge and spin: 233.6 kJ/mol
Structure (SMILES): CC1(C)CCCC(C)(C)N1O.CC1(C)CCCC(C)(C)N1O.CC1(C)CCCC(C)(C)N1O.CC1(C)CCCC(C)(C)N1O.CC(C)O.CC(C)O.CC(C)O.CC(C)O.O.O.O.O
LUMO level: 0.30 eV
E_HOMO: -0.2955 Eh

=====

(4)
A molecular structure, C8H24ClI2IrP2S. Source: OMol25; level of theory: ωB97M-V/def2-TZVPD.

Structure (ORCA input):
```
! wB97M-V def2-TZVPD RIJCOSX def2/J DEFGRID3
* xyz 2 5
I 1.11064 -2.01729 -0.54851
I 2.33222 -0.46909 1.12214
Ir -2.32647 1.85898 -0.52752
P 2.28085 0.33974 -1.57130
C 3.83727 -0.63590 -1.51499
C 1.50849 -0.01467 -3.17437
H 2.37116 0.26939 -3.77908
H 3.21988 2.20162 -2.27044
H 0.63452 0.61029 -3.42606
H 1.53574 2.68446 -1.83296
H 3.71125 -1.65276 -1.84927
H 1.27283 -1.06281 -3.39990
C 2.44786 2.13487 -1.50470
H 4.51763 -0.15129 -2.19274
H 2.81913 2.58174 -0.58051
H 4.31445 -0.66959 -0.52686
P -2.24359 0.07896 1.09396
C -2.55420 -1.16489 2.60941
C -2.93632 1.63161 1.69067
H -3.54622 0.35956 -0.89310
H -4.64610 -0.13655 0.54460
H -3.56151 -1.34754 -0.20740
C -3.69521 -0.29488 0.02373
H -2.80119 2.51283 0.92461
H -4.00308 1.52890 2.02527
H -3.61765 -1.10313 2.92426
H -1.89251 -0.92002 3.45836
H -2.30051 1.89756 2.54097
H -2.32555 -2.21860 2.35114
Cl -0.99077 2.26867 -2.19051
C 1.79911 -3.71536 1.84807
S 0.59472 -2.38720 2.33165
C 1.59472 -1.49727 3.60235
H 1.43457 -4.21271 0.90980
H 1.85423 -4.46034 2.59924
H 2.75414 -3.35192 1.57358
H 2.64034 -1.19215 3.31393
H 1.11274 -0.56235 3.89182
H 1.61960 -2.22512 4.44365
*
```

## Properties
Strongest force on any atom: 2.4 eV/A
Energy above the lowest of the compared OMol25 structures with the same formula, charge and spin: 753.3 kJ/mol
LUMO level (spin up / spin down): -9.06 / -10.49 eV
E_HOMO (spin up / spin down): -0.4893 / -0.4951 Eh

=====

(5)
A molecular structure, C23H16I2N4OOsSe. Source: OMol25; level of theory: ωB97M-V/def2-TZVPD.

Structure (ORCA input):
```
! wB97M-V def2-TZVPD RIJCOSX def2/J DEFGRID3
* xyz 2 5
Os -0.31706 -0.09342 -0.79592
N -1.84265 1.27595 -1.52596
C -3.15348 0.74783 -1.19480
C -4.31915 1.43710 -1.42892
C -5.55296 0.88813 -1.05263
C -5.61914 -0.33591 -0.44367
C -4.44026 -1.06111 -0.16740
C -4.43818 -2.28989 0.51936
C -3.23684 -2.89837 0.77883
C -2.05065 -2.30939 0.33771
N -2.00254 -1.15964 -0.31815
C -3.18572 -0.51173 -0.56067
H -1.66110 2.08901 -0.92274
H -1.85295 1.63773 -2.48534
H -4.29777 2.41246 -1.88954
H -6.45468 1.45189 -1.23056
H -6.57409 -0.74729 -0.15099
H -5.36758 -2.73130 0.84677
H -3.19578 -3.82606 1.32201
H -1.11271 -2.81103 0.53526
I -0.12905 2.05854 4.19374
C 0.84094 0.36966 3.42175
C 1.71472 -0.39163 4.17603
C 2.34437 -1.49887 3.63871
I 3.64462 -2.58272 4.88856
C 2.10731 -1.88927 2.28818
C 2.69270 -3.00478 1.66031
C 2.39895 -3.28516 0.34545
C 1.52678 -2.45089 -0.35386
N 0.94976 -1.39761 0.20665
C 1.21401 -1.10506 1.50913
C 0.54670 0.05537 2.07133
O -0.25289 0.75675 1.39103
H 1.88956 -0.11040 5.20372
H 3.37605 -3.64033 2.20352
H 2.83722 -4.13502 -0.15268
H 1.28453 -2.64553 -1.39460
Se 1.43952 1.39950 -1.33963
C 2.96408 2.42206 -1.99205
C 3.31433 2.45050 -3.33386
C 4.37620 3.27767 -3.69100
N 5.02015 4.00003 -2.81053
C 4.70627 3.97304 -1.53860
C 3.66341 3.18775 -1.06580
H 2.80388 1.87554 -4.08972
H 4.69996 3.35769 -4.71831
H 5.28619 4.59558 -0.87317
H 3.41502 3.19264 -0.01692
*
```

## Properties
Strongest force on any atom: 1.6 eV/A
Energy above the lowest of the compared OMol25 structures with the same formula, charge and spin: 96.0 kJ/mol
LUMO level (spin up / spin down): -6.51 / -8.49 eV
E_HOMO (spin up / spin down): -0.5120 / -0.5218 Eh

=====

(6)
2 unconnected molecules or ions with the total composition C5H6ClFO. Source: OMol25; level of theory: ωB97M-V/def2-TZVPD.

Structure (ORCA input):
```
! wB97M-V def2-TZVPD RIJCOSX def2/J DEFGRID3
* xyz 0 1
C -0.37283 0.91598 0.64648
C -1.84656 0.88425 -0.11019
C -2.06543 -0.45742 -0.41731
C -0.96961 -1.39645 -0.13738
C 0.20821 -0.55272 0.24442
H -0.06227 2.15730 -0.86421
H -0.58314 0.90741 1.68816
H -2.45934 1.81442 -0.34031
H -2.94344 -1.01287 -0.97210
H -0.81150 -2.09564 -0.99699
H -1.26121 -2.02239 0.61695
O 0.58022 1.95075 0.39873
F 0.99662 -1.12323 1.28540
Cl 1.45805 -0.09453 -0.89683
*
```

## Properties
Strongest force on any atom: 7.3 eV/A
Energy above the lowest of the compared OMol25 structures with the same formula, charge and spin: 360.0 kJ/mol
LUMO level: -0.36 eV
E_HOMO: -0.3645 Eh